Entry from the Open Molecules 2025 dataset: C23H22N2O6Re as an isolated structure (ωB97M-V/def2-TZVPD).

Atoms and positions in Å:
Re1 0.11677 0.69166 -1.09721
O1 3.12049 0.54735 -3.96274
C1 2.32452 0.50329 -2.93907
O2 1.18410 1.00181 -2.93207
C2 2.81555 -0.18980 -1.73775
C3 4.04149 -0.78856 -1.52136
C4 4.26957 -1.39057 -0.28689
C5 3.26657 -1.38864 0.67862
C6 2.06155 -0.77158 0.40004
N1 1.87084 -0.17347 -0.78092
C7 0.85039 -0.69221 1.29507
O3 0.80736 -1.22932 2.36012
O4 -0.15607 -0.00545 0.73110
H1 2.70303 1.00460 -4.71685
H2 4.78415 -0.79500 -2.30746
H3 5.21930 -1.86618 -0.08545
H4 3.39207 -1.85987 1.64478
C8 -3.88535 -2.94610 3.32623
C9 -3.35061 -2.70620 1.96410
C10 -2.03461 -3.14914 1.63721
C11 -1.51563 -2.96888 0.39262
C12 -0.16102 -3.47176 -0.00296
C13 -2.31058 -2.23193 -0.54072
C14 -3.68803 -1.89373 -0.29154
C15 -4.52770 -1.33971 -1.39761
C16 -4.15817 -2.09861 0.97260
C17 -1.70767 -1.83290 -1.83330
O5 -1.93123 -2.59850 -2.73820
O6 -1.08885 -0.69642 -1.92808
H5 -3.09973 -2.88110 4.07845
H6 -4.28699 -3.96607 3.37157
H7 -4.69594 -2.26335 3.57185
H8 -1.44181 -3.63121 2.40575
H9 0.41704 -3.76140 0.87210
H10 0.39760 -2.72501 -0.57300
H11 -0.26549 -4.34199 -0.65389
H12 -4.04374 -0.49271 -1.88890
H13 -5.49988 -1.02542 -1.02705
H14 -4.67226 -2.10369 -2.16440
H15 -5.17106 -1.80965 1.22382
C18 1.91357 6.39976 1.20241
C19 1.56272 5.05152 0.65247
C20 2.41912 3.95911 0.76068
C21 2.05658 2.73536 0.24483
N2 0.88078 2.52357 -0.37514
C22 0.04963 3.58553 -0.48497
C23 0.34896 4.83209 -0.00016
H16 2.85980 6.38500 1.73737
H17 1.13262 6.74752 1.87964
H18 1.98310 7.12870 0.39306
H19 3.37728 4.05787 1.25294
H20 2.72698 1.89064 0.33422
H21 -0.89443 3.40722 -0.98929
H22 -0.36666 5.63351 -0.12669

Force components x, y, z for each atom (eV/Å):
Re -0.014 -0.555 -0.042
O -0.134 0.087 0.004
C 0.169 -0.078 -0.117
O -0.040 -0.068 0.065
C -0.042 0.182 -0.119
C 0.051 -0.170 0.053
C 0.007 0.031 -0.075
C -0.052 -0.033 0.039
C 0.147 0.024 0.038
N -0.241 0.304 0.019
C -0.158 0.033 -0.041
O -0.067 0.001 0.079
O 0.156 -0.094 0.056
H 0.051 -0.036 0.028
H 0.018 0.017 0.022
H -0.010 -0.001 0.001
H 0.030 0.001 -0.004
C 0.039 0.065 -0.056
C -0.006 -0.015 -0.002
C -0.082 -0.042 0.139
C -0.084 0.190 -0.147
C -0.044 -0.039 0.005
C -0.011 -0.175 0.523
C 0.225 0.021 -0.149
C 0.001 0.006 0.055
C 0.002 -0.077 0.120
C -0.284 -0.013 -0.561
O 0.169 0.018 0.088
O 0.195 0.283 -0.099
H 0.002 -0.018 -0.004
H 0.003 -0.013 -0.005
H -0.013 -0.016 -0.010
H -0.034 0.018 0.003
H 0.001 0.009 -0.007
H -0.027 -0.012 0.004
H -0.006 -0.009 -0.010
H 0.008 -0.008 0.033
H -0.002 0.005 -0.010
H -0.009 0.001 0.003
H 0.007 -0.015 0.023
C -0.016 -0.090 -0.038
C 0.037 0.132 0.057
C 0.064 0.002 0.019
C 0.002 -0.071 -0.035
N 0.042 0.339 0.099
C 0.017 -0.152 -0.051
C -0.012 0.070 -0.002
H -0.002 -0.011 -0.005
H -0.002 -0.012 0.000
H 0.000 -0.014 -0.008
H -0.009 -0.003 0.001
H -0.040 0.015 0.008
H -0.004 -0.011 0.009
H 0.003 -0.006 0.006

Values from the calculation:
M	608.64	u
net charge	+2
multiplicity	4
LUMO energy (alpha / beta)	-7.02 / -8.78	eV
HOMO-LUMO gap (alpha / beta)	7.5 / 5.0	eV
<S²>	3.793
E_tot	-1528.3598	Ha